1.
The following is a quantum chemistry calculation of 2 unconnected molecules or ions with the total composition CHClO3S in a non-equilibrium geometry, from the Open Molecules 2025 dataset.

Geometry as XYZ:
```
7
Properties=species:S:1:pos:R:3:lowdin_charge:R:1
C 2.39956 0.31715 1.06442 -0.50
O 1.73359 0.52747 1.99510 0.16
O 0.09711 -0.57404 -0.03938 -0.57
O 3.11623 0.18615 0.17878 0.21
S -0.74488 0.58362 -0.18235 0.60
Cl 0.42713 2.26518 -0.60075 0.21
H -0.93218 1.02230 0.99582 -0.10
```

Its multiplicity is 1. Its calculated total energy is -30552.984 eV. The value obtained for the HOMO-LUMO gap is 10.273 eV. The energy relative to the best compared isomer or geometry (same formula, charge and spin) comes out at 10.9 kcal per mole. As for the lowest unoccupied orbital energy: -0.37 eV. The HOMO energy is -10.647 eV.

=====

2.
The following is a quantum chemistry calculation of a single C17H20BNO4 molecule in a non-equilibrium geometry, from the Open Molecules 2025 dataset.

Geometry as XYZ:
```
43
Properties=species:S:1:pos:R:3:lowdin_charge:R:1
C 0.14946 -2.59151 4.59470 -0.05
C -0.22306 -1.32005 3.86744 -0.27
C -1.19479 -1.40073 2.86263 -0.03
C -1.50627 -0.31452 2.09222 -0.03
C -0.95491 0.91104 2.35373 -0.30
C -1.20367 2.14997 1.64484 -0.09
C -0.41376 2.33387 0.25762 -0.15
N -0.83029 1.36591 -0.72853 0.11
C -0.75059 1.51956 -2.13474 -0.41
O -0.33112 2.54688 -2.55959 0.10
C -1.14077 0.32620 -3.03327 -0.23
O -1.54142 0.84810 -4.31589 -0.01
C -0.02677 -0.70034 -3.11920 -0.16
C 1.25015 -0.36350 -2.65303 0.01
C 2.27533 -1.31829 -2.76215 -0.04
C 2.02378 -2.56863 -3.32608 -0.09
C 0.80110 -2.86389 -3.83978 -0.08
C -0.25222 -1.95502 -3.66365 -0.02
B 1.20660 2.19020 0.04532 -0.59
O 1.82751 2.93948 -0.92949 0.18
O 1.90858 1.32797 0.89336 0.14
C -0.14108 1.03892 3.44089 -0.06
C 0.24834 -0.06112 4.14974 -0.04
H -0.30230 -3.47477 4.12824 0.07
H -0.17098 -2.54253 5.67890 0.09
H 1.29110 -2.63781 4.65150 0.10
H -1.69001 -2.33998 2.80603 0.10
H -2.21612 -0.40158 1.29612 0.11
H -0.99293 3.03741 2.27436 0.13
H -2.28521 2.31082 1.41777 0.14
H -0.58675 3.31272 -0.16353 0.13
H -1.38472 0.60882 -0.36803 0.12
H -2.02277 -0.12880 -2.61274 0.14
H -1.44479 1.83132 -4.29466 0.10
H 1.42084 0.66276 -2.40323 0.10
H 3.22313 -1.10285 -2.39774 0.08
H 2.80037 -3.28171 -3.39728 0.09
H 0.64764 -3.80073 -4.33888 0.10
H -1.23057 -2.11132 -4.03393 0.10
H 1.25110 3.00207 -1.65679 0.03
H 1.20136 1.05314 1.58227 0.10
H 0.35526 1.95667 3.77126 0.14
H 0.95624 0.00585 4.92328 0.11
```

Its multiplicity is 1. Its calculated total energy is -28312.211 eV. The value obtained for the HOMO-LUMO gap is 9.575 eV. The energy relative to the best compared isomer or geometry (same formula, charge and spin) comes out at 18.7 kcal per mole. As for the lowest unoccupied orbital energy: 0.50 eV. The HOMO energy is -9.071 eV.

=====

3.
The following is a quantum chemistry calculation of a molecular structure, C10H14F20HfNO10P3S2 in a non-equilibrium geometry, from the Open Molecules 2025 dataset.

Geometry as XYZ:
```
61
Properties=species:S:1:pos:R:3:lowdin_spin:R:1
Hf 9.29628 2.99203 -4.27828 0.15
P 7.36723 1.59944 -1.07270 0.00
F 7.89091 0.20274 -1.68520 0.00
F 8.82366 1.88705 -0.44269 0.00
F 7.96976 2.36836 -2.37154 0.00
F 6.93206 3.01516 -0.44763 0.00
F 6.05164 1.44116 -1.97528 0.00
F 6.86431 0.87927 0.35938 0.00
P 11.16528 3.81763 -1.85826 0.00
F 11.41890 5.43651 -1.86132 0.00
F 11.36274 3.90479 -3.41639 0.00
F 12.60148 3.18144 -1.80590 0.00
F 10.47963 2.42522 -2.39181 0.00
F 10.90015 3.60861 -0.23526 0.00
F 9.57421 4.15680 -2.11843 0.00
P 6.94984 2.52297 -6.26999 0.00
F 6.13321 1.14995 -6.53288 0.00
F 8.31682 1.70507 -6.45636 0.00
F 7.06453 2.79864 -7.86512 0.00
F 7.91157 3.72380 -5.92117 0.00
F 5.56372 3.40839 -6.05220 0.00
F 7.15335 2.04112 -4.70008 0.00
N 10.86183 2.28012 -5.71837 0.11
S 12.24517 1.42591 -5.73975 0.14
O 13.49663 2.18168 -5.82631 0.09
O 12.22292 -0.01309 -6.01677 0.11
F 12.18939 1.23988 -4.10672 0.00
S 11.10389 2.28110 -7.43368 0.16
O 10.63026 1.13487 -8.15771 0.09
O 12.14215 3.18022 -7.97761 0.11
F 9.86115 3.33882 -7.61551 0.00
C 11.30249 5.46164 -5.71042 0.00
O 10.02440 5.09409 -5.13957 0.00
C 9.15202 6.26657 -5.08833 0.00
C 8.20662 6.14753 -3.92273 0.00
O 7.60360 4.82462 -3.80315 0.00
C 6.20539 4.84193 -3.36493 0.00
H 12.09165 4.71509 -5.62098 0.00
H 11.76013 6.34039 -5.25604 0.00
H 11.28140 5.55156 -6.79650 0.00
H 8.56711 6.51183 -5.97480 0.00
H 9.63996 7.22968 -4.93850 0.00
H 7.56873 7.02684 -3.83323 0.00
H 8.89600 6.33676 -3.09990 0.00
H 5.58363 5.30545 -4.13088 0.00
H 6.15295 5.55988 -2.54645 0.00
H 6.00914 3.83216 -3.00446 0.00
C 10.84960 -2.54886 -2.49773 0.00
C 10.54924 -1.24099 -2.68524 0.00
C 9.81422 -0.69298 -3.88435 0.00
O 9.54804 0.56860 -4.09825 0.00
C 9.65551 -1.69687 -4.93593 0.00
C 10.01051 -3.01182 -4.78104 0.00
C 10.59814 -3.60012 -3.53439 0.00
O 10.90270 -4.75556 -3.27561 0.00
O 9.79458 -3.85874 -5.78700 0.00
O 10.90130 -0.19568 -1.85105 0.00
H 11.32719 -2.70175 -1.54121 0.00
H 9.23142 -1.41601 -5.88864 0.00
H 9.93230 -4.75908 -5.48365 0.00
H 11.66650 -0.47694 -1.34413 0.00
```

The total charge is -1. Its multiplicity is 2. Its calculated total energy is -137770.515 eV. The value obtained for the HOMO-LUMO gap (alpha / beta) is 4.174 / 7.128 eV. As for the expectation value of S²: 0.75. As for the lowest unoccupied orbital energy (alpha / beta): -0.14 / -0.13 eV. The HOMO energy (alpha / beta) is -4.314 / -7.261 eV.

=====

4.
The following is a quantum chemistry calculation of 4 unconnected molecules or ions with the total composition C25H39F9N5O8P, from the Open Molecules 2025 dataset.

Geometry as XYZ:
```
87
Properties=species:S:1:pos:R:3:lowdin_charge:R:1
H 3.15696 5.83774 -4.10444 0.04
N 3.41819 5.30787 -3.27870 0.10
C 4.11787 4.29662 -3.60924 -0.57
N 4.47853 3.97376 -4.92385 0.11
N 4.68709 3.46299 -2.64338 0.03
C 3.95591 3.35152 -1.37323 -0.21
C 3.22171 2.02013 -1.22881 -0.18
C 2.16152 2.12364 -0.12949 -0.18
C 1.36531 0.84058 0.10963 -0.17
C 0.03353 0.70797 -0.67228 -0.48
C -0.62098 -0.50697 -0.16992 -0.26
N -1.13866 -1.44916 0.23086 0.21
C 0.17479 0.52505 -2.21355 -0.26
C 1.28919 -0.37541 -2.51324 -0.21
N 2.17111 -1.07913 -2.72248 0.19
C -1.11827 -0.02101 -2.88997 -0.12
C -1.53629 0.77554 -4.11771 -0.43
C -2.81390 0.18885 -4.70944 -0.04
O -1.71211 2.14782 -3.78686 -0.05
P -1.24566 2.05261 -0.34427 0.96
C -0.68755 3.55698 -1.24248 -0.26
O -0.79292 2.40946 1.20427 -0.29
H 3.72591 4.11389 -5.57910 0.09
H 4.90464 3.06738 -5.04210 0.08
H 4.79638 2.54134 -3.04665 0.11
H 4.67804 3.42647 -0.55664 0.12
H 3.27941 4.19503 -1.27020 0.10
H 2.77749 1.73309 -2.18290 0.10
H 3.94156 1.26739 -0.90388 0.12
H 1.52066 2.97756 -0.30863 0.08
H 2.69920 2.34363 0.79628 0.12
H 1.09505 0.79300 1.16257 0.10
H 1.99704 -0.02537 -0.08244 0.11
H 0.42924 1.47626 -2.68428 0.12
H -1.95489 -0.01981 -2.19114 0.10
H -0.93232 -1.04251 -3.21925 0.13
H -0.74992 0.72686 -4.87275 0.15
H -3.29621 0.91558 -5.35712 0.08
H -3.51171 -0.05626 -3.90370 0.08
H -2.61656 -0.73755 -5.24640 0.08
H -2.36096 2.19328 -3.07604 0.08
H -0.08839 4.18722 -0.58467 0.04
H -0.09651 3.36533 -2.13494 0.03
H -1.56698 4.12290 -1.54269 0.04
H -1.43184 3.04096 1.54821 0.06
C -5.33735 -2.67161 1.08070 -0.05
C -5.92445 -2.71947 -0.31133 -0.18
O -6.83132 -1.61212 -0.54794 0.04
C -6.26514 -0.45968 -0.85136 -0.41
O -5.09616 -0.23253 -0.95435 0.15
C -7.35263 0.60838 -1.10415 -0.56
F -8.29427 0.58133 -0.16095 0.17
F -7.93662 0.38417 -2.28762 0.17
F -6.81293 1.82096 -1.12723 0.17
H -6.13143 -2.64577 1.82738 0.09
H -4.72366 -3.55549 1.25388 0.06
H -4.71122 -1.79009 1.21207 0.08
H -6.53815 -3.60570 -0.45231 0.13
H -5.14818 -2.71028 -1.07518 0.12
C -0.44780 -4.15038 3.31458 -0.05
C -0.73458 -4.74578 1.95554 -0.19
O -1.24209 -6.09840 2.06756 0.04
C -2.52771 -6.21399 2.33691 -0.40
O -3.32902 -5.33805 2.48339 0.16
C -2.90981 -7.71072 2.39587 -0.56
F -2.03267 -8.41141 3.11649 0.17
F -2.93406 -8.21802 1.15706 0.17
F -4.11305 -7.86173 2.93355 0.17
H 0.24122 -4.78523 3.87274 0.08
H 0.00047 -3.16486 3.19370 0.08
H -1.36211 -4.04452 3.89737 0.08
H 0.17535 -4.83812 1.36796 0.13
H -1.44246 -4.13916 1.39329 0.10
C 6.28553 1.72482 5.98666 -0.06
C 5.69770 2.19630 4.67632 -0.19
O 5.26042 1.08138 3.86523 0.03
C 4.08152 0.56849 4.17191 -0.41
O 3.33140 0.92204 5.03131 0.17
C 3.75136 -0.57894 3.19198 -0.55
F 4.78835 -1.39848 3.02633 0.18
F 3.43211 -0.06017 1.99576 0.16
F 2.71772 -1.28416 3.62812 0.18
H 7.09815 1.02062 5.80798 0.08
H 6.67712 2.57650 6.54172 0.08
H 5.53266 1.23111 6.59944 0.08
H 6.44413 2.70042 4.06741 0.13
H 4.85996 2.87523 4.82928 0.13
```

Its multiplicity is 1. Its calculated total energy is -84135.670 eV. The value obtained for the HOMO-LUMO gap is 9.465 eV. As for the lowest unoccupied orbital energy: 0.36 eV. The HOMO energy is -9.103 eV.